# 1
5 unconnected molecules or ions with the total composition C18H43FNO4, computed with wB97M-V/def2-TZVPD.

Values from the calculation:
E_tot = -31757.3881 eV
total charge = -2
⟨S²⟩ = 0.75
spin multiplicity = 2
highest occupied orbital energy (alpha / beta) = 3.05 / -2.48 eV
frontier orbital gap (alpha / beta) = 1.741 / 7.248 eV

Cartesian coordinates (Å):
F 1.210 -0.398 0.946
C 1.473 1.736 -2.717
C 0.069 2.427 -2.642
C -0.584 2.215 -4.015
C -2.078 2.615 -4.043
C -2.848 2.013 -2.934
C -2.224 2.179 -1.538
N -0.764 1.844 -1.567
O -0.223 1.847 -0.352
C -2.699 3.500 -0.924
C -2.877 1.101 -0.683
C 0.268 3.913 -2.388
H 1.318 0.665 -2.849
H 1.995 1.955 -1.785
H 1.988 1.933 -3.657
H 0.038 2.671 -4.785
H -0.414 1.208 -4.397
H -2.347 2.319 -5.057
H -2.193 3.696 -3.972
H -3.158 0.982 -3.102
H -3.809 2.526 -2.963
H -2.875 4.260 -1.685
H -3.572 3.530 -0.271
H -1.817 3.983 -0.504
H -3.957 1.189 -0.560
H -2.608 0.090 -0.990
H -2.500 1.344 0.310
H 0.854 4.370 -3.185
H 0.745 4.175 -1.443
H -0.666 4.475 -2.409
H 0.180 0.983 -0.239
C 3.658 -2.226 2.984
C 4.026 -0.752 2.928
C 4.766 -0.412 1.644
O 3.014 0.193 2.988
H 3.160 -2.427 3.932
H 4.508 -2.905 2.908
H 3.002 -2.539 2.171
H 4.740 -0.480 3.705
H 4.069 -0.612 0.830
H 5.720 -0.920 1.501
H 5.081 0.630 1.581
H 2.420 -0.088 2.288
C -1.501 -2.823 0.073
C -0.529 -3.014 -1.095
C -0.625 -1.942 -2.219
O 0.738 -3.037 -0.519
H -2.494 -2.903 -0.369
H -1.267 -1.945 0.674
H -1.395 -3.567 0.863
H -0.635 -4.003 -1.539
H -0.570 -0.921 -1.843
H -1.539 -2.139 -2.780
H 0.258 -2.064 -2.846
H 0.695 -2.267 0.053
C 0.238 -3.129 3.357
C -0.723 -2.111 3.749
C -1.114 -2.188 5.244
O -0.097 -0.894 3.632
H -0.081 -4.149 3.142
H 0.975 -3.093 4.160
H 0.733 -2.743 2.466
H -1.615 -2.283 3.146
H -1.572 -3.116 5.586
H -1.977 -1.523 5.270
H -0.323 -1.968 5.961
H 0.334 -0.984 2.779

***

# 2
A molecular structure, C18H43MgO12S5, computed with wB97M-V/def2-TZVPD.

Values from the calculation:
E_tot = -103548.3170 eV
total charge = +1
spin multiplicity = 1
relative energy (zero: lowest compared OMol25 entry of this formula, charge and spin) = 46.2 kcal per mole
highest occupied orbital energy = -10.80 eV
frontier orbital gap = 8.896 eV

Cartesian coordinates (Å):
Mg 0.909 -0.141 -0.014
O 0.643 -1.157 1.461
H 1.106 -1.940 1.817
C -2.923 1.441 -3.895
C -3.069 2.838 -3.280
C -3.553 3.044 -1.804
O -2.516 3.916 -1.280
C -1.552 4.116 -2.150
O -0.535 4.762 -1.937
O -1.763 3.303 -3.247
H -2.501 0.667 -3.255
H -2.334 1.428 -4.812
H -3.937 1.042 -3.905
H -3.595 3.470 -3.996
H -3.650 2.143 -1.197
H -4.512 3.558 -1.875
C -0.923 -2.300 5.628
C -1.466 -1.956 4.292
C -2.494 -3.015 3.748
O -3.735 -2.299 3.649
C -3.544 -1.062 3.990
O -4.419 -0.208 3.965
O -2.286 -0.848 4.559
H -0.351 -3.228 5.639
H -1.657 -2.465 6.416
H -0.192 -1.546 5.922
H -0.627 -1.692 3.647
H -2.687 -3.776 4.504
H -2.158 -3.628 2.912
C 2.843 2.914 -2.228
S 2.133 1.300 -2.831
O 1.193 0.809 -1.735
C 1.100 1.987 -4.183
H 2.119 3.697 -2.004
H 3.625 3.410 -2.803
H 3.282 2.604 -1.280
H 1.691 2.087 -5.093
H 0.484 2.825 -3.859
H 0.317 1.260 -4.400
C 1.646 -2.556 -3.010
S 2.927 -2.498 -1.730
O 2.371 -1.414 -0.781
C 2.597 -4.110 -0.910
H 1.594 -1.584 -3.500
H 0.655 -2.705 -2.580
H 1.821 -3.263 -3.821
H 3.224 -4.032 -0.022
H 2.984 -4.920 -1.527
H 1.560 -4.188 -0.581
C -0.479 1.560 2.983
S -0.938 2.277 1.394
O -0.363 1.226 0.452
C 0.286 3.613 1.488
H -0.811 2.178 3.817
H 0.586 1.342 3.059
H -0.961 0.587 3.078
H 1.264 3.173 1.686
H 0.167 4.223 2.383
H 0.426 4.257 0.620
C 4.900 0.341 -0.078
S 3.778 1.032 1.202
O 2.319 0.999 0.672
C 3.762 -0.325 2.387
H 5.865 0.055 0.341
H 5.141 1.100 -0.822
H 4.630 -0.635 -0.480
H 3.199 -1.215 2.105
H 3.338 -0.077 3.360
H 4.812 -0.479 2.633
C -2.707 -1.358 0.084
S -1.836 -1.343 -1.534
O -0.380 -0.945 -1.305
C -1.774 -3.206 -1.822
H -2.100 -1.912 0.800
H -3.720 -1.758 0.111
H -2.805 -0.321 0.405
H -2.707 -3.700 -1.548
H -0.979 -3.594 -1.185
H -1.757 -3.186 -2.911

***

# 3
A molecular structure, C18H43N3NbOSi2Tl, computed with wB97M-V/def2-TZVPD.

Values from the calculation:
E_tot = -47867.5916 eV
total charge = +2
spin multiplicity = 1
highest occupied orbital energy = -15.17 eV
frontier orbital gap = 7.208 eV

Cartesian coordinates (Å):
N -1.710 -0.661 -1.393
C -2.807 -1.202 -1.360
O -3.889 -1.682 -1.355
Tl 0.887 0.948 -3.955
Nb -0.095 0.333 -0.695
N 0.113 2.274 -1.325
N 1.456 -0.415 -1.793
C -1.178 2.994 -1.141
C 1.992 -1.631 -2.475
C -1.966 2.920 -2.444
C -0.945 4.453 -0.753
C -1.931 2.325 -0.026
C 3.126 -1.305 -3.456
C 2.613 -2.562 -1.439
C 0.829 -2.303 -3.189
H -1.429 3.429 -3.257
H -2.934 3.417 -2.298
H -2.161 1.883 -2.753
H -0.228 4.536 0.074
H -1.899 4.873 -0.412
H -0.605 5.059 -1.601
H -2.039 1.222 -0.211
H -2.954 2.718 0.011
H -1.457 2.518 0.946
H 2.765 -0.779 -4.356
H 3.556 -2.261 -3.800
H 3.937 -0.727 -2.989
H 3.535 -2.139 -1.028
H 2.891 -3.517 -1.911
H 1.921 -2.775 -0.612
H 0.036 -2.583 -2.479
H 1.180 -3.211 -3.706
H 0.371 -1.664 -3.958
C 2.475 0.414 -1.089
H 1.970 1.065 -0.326
H 3.229 -0.197 -0.583
H 3.000 1.078 -1.793
C 1.157 3.159 -1.875
H 1.560 3.819 -1.092
H 2.013 2.597 -2.263
H 0.745 3.768 -2.697
C 0.634 -2.875 2.506
Si 0.982 -1.026 2.396
C 1.128 -0.338 4.155
C 2.761 -0.877 1.825
C -0.377 -0.103 1.396
Si -2.092 -0.738 2.087
C -2.141 -0.825 3.994
C -3.558 0.386 1.760
C -2.584 -2.486 1.625
H 1.537 -3.358 2.909
H 0.428 -3.312 1.521
H -0.198 -3.118 3.179
H 1.928 -0.898 4.664
H 1.434 0.717 4.122
H 0.226 -0.416 4.770
H 2.962 -1.472 0.924
H 3.055 0.168 1.652
H 3.403 -1.280 2.628
H -0.291 0.950 1.747
H -1.856 0.127 4.458
H -3.186 -1.032 4.273
H -1.526 -1.628 4.421
H -3.938 0.337 0.732
H -4.373 0.047 2.417
H -3.351 1.432 2.017
H -3.390 -2.499 0.876
H -1.756 -3.109 1.265
H -2.989 -2.961 2.538

***

Please write out number 2 again, unchanged.
A molecular structure, C18H43MgO12S5, computed with wB97M-V/def2-TZVPD.

Values from the calculation:
E_tot = -103548.3170 eV
total charge = +1
spin multiplicity = 1
relative energy (zero: lowest compared OMol25 entry of this formula, charge and spin) = 46.2 kcal per mole
highest occupied orbital energy = -10.80 eV
frontier orbital gap = 8.896 eV

Cartesian coordinates (Å):
Mg 0.909 -0.141 -0.014
O 0.643 -1.157 1.461
H 1.106 -1.940 1.817
C -2.923 1.441 -3.895
C -3.069 2.838 -3.280
C -3.553 3.044 -1.804
O -2.516 3.916 -1.280
C -1.552 4.116 -2.150
O -0.535 4.762 -1.937
O -1.763 3.303 -3.247
H -2.501 0.667 -3.255
H -2.334 1.428 -4.812
H -3.937 1.042 -3.905
H -3.595 3.470 -3.996
H -3.650 2.143 -1.197
H -4.512 3.558 -1.875
C -0.923 -2.300 5.628
C -1.466 -1.956 4.292
C -2.494 -3.015 3.748
O -3.735 -2.299 3.649
C -3.544 -1.062 3.990
O -4.419 -0.208 3.965
O -2.286 -0.848 4.559
H -0.351 -3.228 5.639
H -1.657 -2.465 6.416
H -0.192 -1.546 5.922
H -0.627 -1.692 3.647
H -2.687 -3.776 4.504
H -2.158 -3.628 2.912
C 2.843 2.914 -2.228
S 2.133 1.300 -2.831
O 1.193 0.809 -1.735
C 1.100 1.987 -4.183
H 2.119 3.697 -2.004
H 3.625 3.410 -2.803
H 3.282 2.604 -1.280
H 1.691 2.087 -5.093
H 0.484 2.825 -3.859
H 0.317 1.260 -4.400
C 1.646 -2.556 -3.010
S 2.927 -2.498 -1.730
O 2.371 -1.414 -0.781
C 2.597 -4.110 -0.910
H 1.594 -1.584 -3.500
H 0.655 -2.705 -2.580
H 1.821 -3.263 -3.821
H 3.224 -4.032 -0.022
H 2.984 -4.920 -1.527
H 1.560 -4.188 -0.581
C -0.479 1.560 2.983
S -0.938 2.277 1.394
O -0.363 1.226 0.452
C 0.286 3.613 1.488
H -0.811 2.178 3.817
H 0.586 1.342 3.059
H -0.961 0.587 3.078
H 1.264 3.173 1.686
H 0.167 4.223 2.383
H 0.426 4.257 0.620
C 4.900 0.341 -0.078
S 3.778 1.032 1.202
O 2.319 0.999 0.672
C 3.762 -0.325 2.387
H 5.865 0.055 0.341
H 5.141 1.100 -0.822
H 4.630 -0.635 -0.480
H 3.199 -1.215 2.105
H 3.338 -0.077 3.360
H 4.812 -0.479 2.633
C -2.707 -1.358 0.084
S -1.836 -1.343 -1.534
O -0.380 -0.945 -1.305
C -1.774 -3.206 -1.822
H -2.100 -1.912 0.800
H -3.720 -1.758 0.111
H -2.805 -0.321 0.405
H -2.707 -3.700 -1.548
H -0.979 -3.594 -1.185
H -1.757 -3.186 -2.911